[1]
A structure of composition C31H38BMoN8O2SSi at a distorted geometry, computed with the ωB97M-V functional and the def2-TZVPD basis.

Results
**Orbital gap (alpha / beta)**: 6.1 / 7.3 eV
**Spin multiplicity**: 3
**E_tot**: -2573.30025 a.u.
**Largest force on an atom**: 4.504 eV/Å
**HOMO level (alpha / beta)**: -11.205 / -11.331 eV
**Expectation value of S²**: 2.059
**Net charge**: +1

XYZ file:
```
83
Properties=species:S:1:pos:R:3:forces:R:3
Si -1.4879 -1.2339 14.6803 0.1 -0.2 1.6
H -5.6107 -6.1673 23.7417 -0.2 0.6 0.5
C -0.0132 -4.6744 18.5058 -0.6 1.3 1.0
C -1.5465 -1.3456 19.4164 -1.4 -0.3 1.1
H -3.1828 -1.1948 12.9330 0.1 0.5 -1.1
H -0.5366 -4.8237 17.5668 0.3 0.1 -0.3
C -1.0031 -0.2085 17.3678 -0.5 0.0 2.0
N -4.4854 -6.6993 20.4209 0.8 -0.3 -1.8
C -7.5131 -2.6685 17.3746 -0.5 -0.7 -1.2
H -11.3152 -3.4932 17.5093 1.1 -0.3 -0.6
C -4.8702 -7.0774 18.2552 1.7 1.0 -1.0
C -5.3615 -8.1764 18.9572 -0.8 0.3 -0.5
H -0.7658 1.2035 14.9372 -0.1 -0.7 -0.1
C -0.4070 -2.6949 14.2249 -1.0 0.3 -0.9
C -10.2146 -3.4060 17.3414 -0.1 1.2 0.7
C -4.7420 -6.7539 16.7503 -0.5 -2.0 0.4
C -2.1346 -2.3146 17.3287 0.2 2.4 2.7
C -9.7174 -2.4454 16.4150 0.9 -0.7 -0.1
H -5.9498 -9.0238 18.5922 0.4 0.5 0.1
H -0.5347 0.5325 19.3554 0.3 0.7 0.6
O -5.3765 -1.6251 17.1725 -0.3 -2.0 0.8
C -4.6450 -2.4289 21.6730 -1.0 -1.5 1.9
C -0.4588 0.2646 14.4252 -1.2 1.9 -1.0
N -4.2421 -6.2195 19.0894 -1.2 0.2 1.7
C -1.5357 -1.2518 16.6271 -0.5 -0.9 -0.8
N -4.3946 -4.6541 21.8924 0.6 0.8 0.3
O -6.8968 -4.9384 20.0318 0.6 3.0 -3.3
N -5.6372 -3.4933 18.5602 0.4 -0.9 1.0
C -1.1487 -7.6397 22.5404 1.5 0.2 0.8
N -2.0008 -5.1796 19.9628 -0.5 0.9 0.8
H -5.1632 -1.0580 20.1330 0.7 0.1 0.6
C -6.8251 -4.1042 19.0766 -0.1 -2.7 2.7
H -5.5296 -6.0699 16.4471 -0.2 0.0 -0.1
C -8.3289 -2.1702 16.3199 -0.2 1.4 1.0
H -4.9816 -5.0000 24.9520 0.5 0.0 0.4
H -5.3517 -8.0336 22.4739 -0.6 -0.5 -1.1
H -4.8781 -7.7473 16.2045 0.2 1.5 0.4
N -2.2687 -5.8769 21.1479 0.5 0.1 -1.1
H -3.8639 -6.7803 22.7198 0.9 0.9 -1.4
H -10.3807 -1.9269 15.7118 0.2 -0.4 0.4
H -0.0982 -8.0382 22.4598 -1.3 -0.2 0.1
C -5.6510 -8.5447 21.5197 0.9 -0.9 0.1
H -0.5673 0.5820 13.3529 1.0 -0.5 0.7
H -5.7911 -2.2197 23.5691 0.0 -0.1 0.0
H -6.6178 -4.7529 24.3469 0.9 -0.6 -0.2
H -6.7176 -8.6641 21.3927 -0.4 0.1 0.4
H -0.5304 0.6313 16.8850 0.0 0.1 -0.1
C -5.1200 -4.2665 22.9666 1.2 2.2 -1.1
H 0.0305 -3.5712 18.7607 -0.2 -1.1 -0.5
H 0.5281 0.0419 14.8046 0.5 0.0 -0.6
S -2.9127 -3.7126 16.7179 -0.8 -1.3 0.0
B -3.6679 -6.0801 21.6840 -2.8 0.6 -0.8
C -1.0598 -0.1966 18.8021 0.4 -2.1 -1.8
Mo -3.5512 -4.1145 18.9647 -1.1 0.1 0.9
H -5.1041 -0.2885 21.7127 0.0 -0.2 0.5
C -4.6204 -1.0474 21.1135 0.0 -0.7 -1.4
H -7.9804 -1.3604 15.5991 -0.3 -1.4 1.0
H -1.5042 -1.5507 20.5391 -0.1 0.6 -1.7
H -1.1889 -7.2527 23.5868 -0.3 0.0 -0.9
C -0.7275 -5.3819 19.6022 0.1 -0.8 1.9
H -0.9373 -3.5859 14.5978 0.7 0.0 -0.2
H -3.5887 -2.4047 14.0300 0.2 0.8 0.4
H 0.8581 -6.5816 20.5497 -0.3 -0.2 0.1
H -3.9945 -0.6800 14.4162 0.4 -0.2 0.0
H -0.4009 -2.7087 13.1184 0.0 -0.3 0.4
H -3.5658 -0.7999 20.9704 -0.3 0.4 -0.3
C -5.2554 -2.8624 22.8871 0.2 -0.1 -1.2
H -3.7754 -6.3017 16.4683 -0.3 -0.4 0.4
H -9.6370 -4.7776 18.9367 -0.5 -0.3 0.5
H -1.9327 -8.4004 22.4297 0.4 0.1 -0.1
N -2.2487 -2.2808 18.7206 0.9 -0.4 -1.5
C -1.1982 -6.5983 21.4692 1.2 0.1 -0.8
C -7.9876 -3.6062 18.2654 -1.1 -0.3 -0.1
C -0.1866 -6.2900 20.5342 0.0 0.2 0.1
H -5.2352 -9.5782 21.5274 -0.2 0.6 0.2
C -5.1540 -7.8575 20.2852 0.3 0.8 1.6
H 0.6283 -2.5810 14.5408 -0.1 -0.2 0.3
C -3.2302 -1.3422 13.9857 -0.1 -1.1 0.6
C -5.5871 -5.1124 24.0751 -1.5 -0.6 -0.5
H 1.0071 -5.0013 18.5165 0.4 -0.4 -0.4
C -6.0489 -2.5548 17.6580 0.7 3.3 -1.8
C -9.3471 -3.9972 18.2737 1.2 0.6 -0.9
N -4.1010 -3.5155 21.0847 -0.1 -1.7 -0.1
```
Positions in Å, forces in eV/Å.

=====

[2]
A structure of composition C31H38Br66FINO2P at a distorted geometry, computed with the ωB97M-V functional and the def2-TZVPD basis.

Results
**Orbital gap**: 8.1 eV
**Spin multiplicity**: 1
**E_tot**: -172032.73482 a.u.
**Largest force on an atom**: 5.536 eV/Å
**HOMO level**: -8.572 eV

XYZ file:
```
141
Properties=species:S:1:pos:R:3:forces:R:3
H -1.2474 4.9941 -3.2881 0.1 -0.1 -0.2
Br 4.9591 5.6521 -0.6120 -0.3 -0.1 0.1
Br -3.0643 -0.8039 -7.7540 0.0 0.1 0.5
C 3.7705 0.7942 -0.6247 -0.6 -0.3 1.5
Br -2.3509 0.8937 -5.1221 -0.3 -0.6 -0.3
C 9.1731 0.8980 0.2060 0.0 -0.2 0.2
H 9.5648 2.2937 5.8954 0.0 0.0 -0.3
H 4.0092 1.4569 -2.6087 -0.1 0.3 0.9
C 9.2775 5.9655 6.7643 0.0 0.1 0.0
H 4.8537 -1.2189 4.1755 -0.1 -0.2 0.2
C -0.8400 4.6126 -4.2231 -0.1 0.2 0.0
Br -8.1204 -3.0136 -3.7298 -0.2 0.1 -0.3
C 4.2443 -1.1760 -1.9201 0.7 0.5 -0.6
H 0.6670 2.1569 -1.5099 -0.3 -2.0 0.9
Br -4.5968 -1.4009 -4.9947 0.1 0.2 -0.2
Br -2.3462 4.2302 -5.3835 0.4 0.5 0.2
H -1.4065 -0.7633 -3.0572 0.2 -1.4 0.9
C -15.8823 -4.3215 -5.9105 -0.1 0.0 0.0
C -4.9683 1.2621 -11.2291 -0.1 0.1 0.0
Br -3.5841 2.2114 -10.2567 -0.2 -0.2 -0.2
H 8.8336 6.9413 6.9537 0.1 -0.3 0.0
Br -4.9619 8.0621 2.6415 0.0 -0.4 0.0
Br 12.8032 -1.2966 3.3348 0.6 -0.2 -0.7
Br -1.1785 -2.2305 10.0974 -0.4 0.0 0.2
Br -1.3668 1.4910 8.5664 0.3 0.1 -0.2
C 4.0240 -2.5752 -2.6908 0.7 0.4 0.3
H -1.8358 -1.0911 -1.3014 0.7 -0.7 -1.6
Br -4.0946 5.1000 8.8237 -0.1 -0.3 -0.3
C 3.6064 -2.3128 -4.2141 0.2 0.1 -0.1
O 5.6609 0.2688 1.0890 -2.2 -1.5 -4.8
Br -7.2927 -2.0356 5.1340 0.2 0.1 0.3
Br 3.0060 4.3115 1.5589 0.0 0.1 -0.3
Br -16.1526 -5.7129 -4.5866 0.1 0.3 -0.2
Br 9.1656 -4.5349 -0.2313 0.2 -0.1 0.3
Br -5.6461 2.3533 8.2172 0.1 0.2 -0.1
C 9.9814 1.9040 4.9674 0.0 0.0 0.2
Br -4.5215 5.1182 1.4325 -0.1 0.2 0.3
H -9.0366 -5.8577 -4.8223 0.1 -0.2 0.0
H 3.2835 -3.2281 -2.1055 1.4 0.6 -0.9
H 2.6719 6.3073 0.1123 0.1 -0.3 0.0
H -5.7903 4.5636 7.0860 0.2 -0.2 0.1
H 5.7356 -4.2589 -7.2214 -0.2 0.0 -0.2
Br 2.1290 -0.7037 10.0956 0.3 0.3 0.0
H 0.8154 1.0677 0.0218 -0.6 0.3 -1.6
Br -6.3778 -2.1984 8.2100 -0.2 0.0 -0.5
Br -8.8057 -2.9245 -6.8667 0.0 0.1 0.4
Br -12.1270 -4.2050 -3.9405 0.0 0.1 0.2
H 12.6786 0.9280 2.2287 0.2 -0.1 0.1
C -4.9242 6.1600 3.0181 0.1 0.0 0.1
Br 8.2595 5.1496 5.3274 0.1 0.2 0.4
Br 10.0408 -0.8144 -0.0595 -0.2 0.4 0.0
H -4.4965 0.6750 -6.3599 0.2 -0.2 0.1
H 2.5028 -2.5429 -4.4429 1.7 0.3 0.5
I 2.8776 -1.7310 0.6763 -1.0 -0.1 0.0
Br -6.5578 5.5628 3.8760 0.2 0.1 -0.2
H -10.2024 -2.3220 -4.8991 0.3 0.0 0.0
H 3.6468 0.4352 11.7023 0.0 -0.1 -0.3
C 3.1192 5.3347 -0.0857 -0.1 0.1 0.0
H 10.1703 -6.2195 1.2971 0.1 0.3 0.0
Br -15.5772 -2.5929 -5.0857 0.0 -0.3 -0.1
Br 0.2980 6.0021 -4.9549 -0.2 -0.3 0.1
Br 4.8455 -2.1943 -8.2843 0.0 -0.4 0.1
Br 8.4863 1.5182 3.7927 0.2 0.1 0.2
C 0.2221 -1.8032 -1.7634 -0.4 -0.3 1.0
H -3.4995 -2.9957 10.5537 0.1 0.2 0.1
C 2.9949 -0.5183 -1.1476 1.2 0.6 -0.3
C 4.3410 -1.8164 4.9286 0.2 0.1 -0.1
C 0.4520 1.1135 -1.0781 0.0 -0.2 1.6
Br 9.9935 -4.2948 2.8623 0.1 -0.1 -0.3
P 1.3441 -0.2836 -2.0409 -0.7 0.7 -0.7
Br 14.3630 1.4345 3.9898 0.0 -0.3 -0.3
Br 10.4606 2.3293 0.4278 -0.2 -0.2 -0.1
Br -4.3007 0.5153 -12.8897 -0.1 0.1 0.4
Br 0.6710 1.0660 6.1208 -0.2 0.3 0.3
Br -4.4194 -0.9017 6.0192 -0.3 -0.1 0.1
C 0.2593 2.1030 7.7062 0.0 0.0 0.1
H 1.0732 1.9405 8.4121 -0.2 0.0 -0.2
Br 9.1393 4.9496 8.4111 0.1 0.1 -0.3
Br 3.2991 -4.7283 -7.0579 0.2 0.1 -0.3
H 0.1611 -2.0025 -0.6247 0.4 -0.1 -1.9
C -9.9359 3.4840 -7.4051 -0.1 0.0 -0.1
H -6.7030 -0.2241 6.7326 0.1 -0.3 0.0
Br 3.9178 -0.6297 6.4021 0.2 -0.3 -0.3
Br -9.7254 3.5153 -5.4770 0.0 0.0 -0.4
Br -5.8292 -0.0838 -10.1287 0.1 0.3 -0.2
H 4.2925 -2.9482 -4.8911 -1.3 0.8 1.3
Br -8.5430 2.4445 -8.2654 -0.2 0.2 0.2
Br -2.9324 -2.0685 12.7898 0.0 0.0 -0.4
H -0.6866 0.9231 -1.0179 1.9 0.3 -0.4
C 5.0402 -0.0056 0.0285 0.7 0.6 1.1
Br -8.7118 -7.8568 -3.3793 0.0 0.2 -0.3
Br 2.7390 -2.5268 4.0954 0.2 0.0 0.4
H -5.7307 1.9933 -11.4924 0.2 -0.2 0.1
C -9.1514 -2.1453 -5.1241 -0.1 0.1 0.0
Br 12.2230 -4.9729 0.6506 -0.4 0.0 0.1
Br -3.9253 -0.5837 10.1195 0.4 -0.1 0.3
C -3.7341 -0.0564 -6.0948 0.0 0.0 0.0
H -13.5212 -3.6010 -1.9730 0.3 0.0 -0.1
C -2.9605 -2.0973 10.8507 0.0 0.0 0.0
Br 14.7175 0.0291 1.1239 -0.2 0.0 0.3
Br -10.0631 5.2720 -8.1455 0.1 -0.3 0.2
H -10.8806 2.9849 -7.6141 0.3 0.1 0.1
N 4.0785 1.8465 -1.6454 1.0 -1.6 -0.2
O 5.2705 -1.1350 -0.8563 0.1 1.3 1.2
Br -12.2022 -1.5049 -2.2058 0.0 -0.4 -0.1
H 8.6116 0.8291 1.1365 0.1 0.0 -0.3
C 10.3612 -5.1560 1.1634 0.0 -0.1 0.0
H 3.8126 -1.2242 -4.5099 -0.4 -1.5 0.5
Br -14.4734 -4.7808 -7.1621 -0.2 0.1 0.3
C 4.9174 -4.0985 -7.9218 0.1 0.0 0.1
C 13.5213 0.3548 2.6152 -0.1 0.1 0.0
Br 0.1677 3.0105 -3.7888 -0.3 0.3 -0.6
Br -6.7580 -6.5293 -5.5565 -0.4 -0.1 0.1
Br -9.6372 -7.6412 -6.4484 0.2 0.1 0.3
Br 5.3024 -0.9825 10.5054 -0.3 0.3 0.0
H -16.8046 -4.2429 -6.4835 0.3 0.0 0.2
H -1.8755 -2.5184 -2.4505 1.1 1.6 0.1
Br 11.1337 3.2860 4.2427 -0.2 -0.5 0.0
H 5.0871 2.0630 -1.5447 -0.8 0.2 0.0
C -12.4702 -3.4261 -2.1984 -0.1 0.0 0.1
C -4.9419 3.9993 7.4707 0.0 0.2 -0.1
Br 4.0282 1.8536 9.6945 -0.1 -0.3 0.1
Br 0.2054 4.0059 7.3307 0.0 -0.3 0.0
Br 10.9717 0.2972 5.4180 -0.6 0.7 0.2
H -4.1132 5.9908 3.7251 -0.2 0.0 -0.2
Br 11.1265 6.2729 6.2602 -0.4 0.1 0.2
Br 5.3275 -5.1216 -9.5174 -0.1 0.2 0.3
H 4.7782 -0.5538 -2.7323 -1.5 -0.4 1.1
Br -8.8874 -0.2238 -5.1263 0.0 -0.4 0.0
Br 7.8935 1.2840 -1.1975 0.4 0.0 0.0
H 0.7075 -2.6910 -2.3094 -0.8 1.3 0.9
C -1.3084 -1.5408 -2.2280 0.0 0.4 1.1
Br -11.4381 -4.2944 -0.8052 -0.2 0.2 -0.3
C -6.2607 -1.2023 6.5492 0.0 0.1 0.0
Br 2.0931 4.5165 -1.5133 0.2 0.4 0.3
Br 5.5619 -3.2256 5.4623 -0.3 0.3 -0.1
Br -3.7591 3.6600 5.9719 -0.2 0.0 0.3
C 3.7609 0.1854 10.6488 0.0 -0.1 0.1
F 5.3424 -3.2068 -2.7394 -2.1 0.7 0.3
C -8.5976 -6.8344 -5.0234 0.0 0.1 0.0
H 3.2086 1.3305 0.2309 0.9 -1.1 -1.2
```
Positions in Å, forces in eV/Å.

=====

[3]
A structure of composition C31H38BrFInN3O4Se, computed with the ωB97M-V functional and the def2-TZVPD basis.

Results
**Orbital gap**: 3.3 eV
**Spin multiplicity**: 1
**E_tot**: -6934.64824 a.u.
**Largest force on an atom**: 0.955 eV/Å
**HOMO level**: -5.329 eV

XYZ file:
```
80
Properties=species:S:1:pos:R:3:forces:R:3
H -9.4394 -2.6793 3.5479 -0.1 0.1 0.0
H -5.0718 -1.3915 -4.8929 0.0 0.1 -0.1
H -8.1023 -1.2414 5.1037 0.1 0.3 -0.1
H -5.2316 0.3712 -5.0640 0.0 -0.1 -0.1
C -1.1321 -0.1872 -5.2511 0.0 0.0 -0.1
C -2.9170 -0.7098 4.5006 0.0 0.0 0.1
C -2.5231 0.0447 6.7987 0.1 -0.1 -0.1
Br -2.4305 0.2259 -0.8685 -0.1 0.1 0.2
H -5.4460 -2.9802 6.2038 0.2 0.1 0.1
H 1.1407 -1.0081 -6.5998 0.1 0.1 0.0
H -7.3642 -2.0721 2.6187 0.0 0.1 -0.1
H -8.0754 -3.5875 6.8388 -0.1 -0.1 0.0
C 1.9291 1.4311 -4.2725 0.0 0.0 0.0
C 1.3371 0.0775 -4.7058 0.0 0.0 0.0
C -2.4518 -0.8744 3.1932 0.2 0.0 0.0
C -3.6568 0.9577 7.1713 -0.1 0.1 0.0
C -4.1800 -1.1968 4.8518 -0.1 0.1 0.3
H 2.1016 -0.9923 -2.9595 0.0 0.0 -0.1
H -4.5503 -1.0180 5.8551 0.0 0.0 -0.1
C -7.2552 -2.8075 3.4072 0.1 0.2 0.3
C -8.5953 -2.9806 4.1562 0.2 0.1 0.0
C 1.5069 -0.0450 -6.2229 0.1 0.0 -0.1
C -7.5823 -2.7371 6.3795 0.2 0.1 -0.1
H -2.8982 -1.6769 1.2632 0.0 0.0 0.0
H -5.6328 -0.6931 -6.4231 0.0 0.0 0.1
H -4.3344 0.6349 7.9536 0.1 0.0 0.0
O 0.4153 0.2631 -2.0085 -0.8 -0.2 0.5
H -4.1547 0.5953 -7.8928 0.1 0.0 0.1
H 1.7206 -2.0363 -4.3542 0.1 0.1 0.0
C -4.9749 -1.8678 3.9437 -0.3 0.0 -0.1
F -5.2048 -2.6894 1.7159 -0.1 -0.1 0.0
C -0.5056 0.0953 -2.9234 -0.2 0.0 -0.1
C -3.5108 -0.4710 -6.1039 0.1 0.0 0.0
H -3.9113 -0.2009 -3.3289 0.2 0.0 0.0
H -8.7528 -4.0011 4.4912 0.0 -0.1 0.1
N -6.2656 -2.3237 4.3775 0.0 -0.2 0.1
C 0.9855 0.9418 3.5523 0.3 0.0 0.1
C 2.1298 -1.0661 -4.0470 0.0 0.0 0.0
H 1.9003 1.5471 -3.1889 0.0 0.0 -0.1
C -0.1392 -0.0071 -4.3033 0.0 -0.1 0.0
N -8.5312 -2.1196 5.3890 0.3 -0.4 -0.1
C -6.3211 -3.1415 5.5925 -0.1 0.0 -0.3
H 0.9932 0.7627 -6.7588 0.1 -0.1 0.1
H -9.4408 -1.9390 5.7939 -0.2 0.0 0.1
H -4.1185 1.5317 6.3754 0.1 -0.1 0.0
C -1.8911 0.0228 -2.6766 0.4 0.1 0.0
H -0.8276 -0.2668 -6.2910 -0.1 0.0 0.2
C -3.1993 -1.7754 -6.8526 0.0 -0.1 0.0
H -6.9849 -3.7555 2.9456 0.0 -0.1 0.0
C -4.4796 -2.0216 2.6438 -0.1 -0.1 0.0
H 1.3736 2.2537 -4.7389 0.1 -0.1 0.0
H -6.3513 -4.2095 5.3448 0.0 0.0 0.0
H -2.2021 -1.7475 -7.3028 -0.1 0.0 0.1
H 3.1811 -1.0177 -4.3575 -0.1 0.0 0.0
H 2.5726 0.0223 -6.4586 -0.1 0.0 0.0
Se 3.2710 1.0764 -0.4513 -0.5 -0.4 0.1
H -2.4256 0.7711 -7.5381 -0.1 0.0 0.1
C -0.8846 0.3882 5.0299 -0.3 -0.1 0.3
H -1.7810 2.1210 6.9885 0.0 -0.1 0.0
H -1.9306 1.2295 8.5674 0.0 0.0 0.0
N -2.1157 -0.0626 5.4200 0.1 0.1 0.1
H -3.9289 -1.9422 -7.6553 0.1 0.0 0.1
C -3.2590 -1.5333 2.2759 0.1 -0.1 -0.2
H -3.6134 1.6531 -6.5672 0.0 -0.1 -0.1
C -4.9451 -0.5501 -5.5844 -0.1 0.0 0.1
O -0.7534 -0.6080 1.6113 0.2 -0.2 -0.7
O 1.5503 1.3727 4.5650 -0.1 -0.1 -0.6
H -7.3726 -1.9892 7.1421 0.0 0.0 0.0
C -1.1143 -0.3865 2.7704 -0.2 0.0 0.1
H -3.2343 -2.6289 -6.1674 0.0 0.1 -0.1
H -2.4306 -0.8800 7.3575 0.0 0.0 0.0
C -2.2453 1.3094 7.5362 0.1 0.2 0.0
H -0.2741 0.8666 5.7868 0.0 0.0 0.0
H 2.9779 1.4963 -4.5882 -0.1 0.0 0.0
C -3.4200 0.7078 -7.0850 0.0 0.1 -0.1
O 1.3635 0.9682 2.3434 -0.1 0.2 0.4
In 1.0121 0.3405 0.1258 0.8 0.5 0.0
C -2.5041 -0.2733 -4.9683 0.1 0.0 0.0
C -0.3699 0.2888 3.7855 -0.1 0.1 -0.1
C -2.8731 -0.1575 -3.6427 0.0 0.0 0.1
```
Positions in Å, forces in eV/Å.